Here is an isolated ion of composition C3H6N3 and charge +1 in a non-equilibrium geometry from the Open Molecules 2025 dataset. Energies are from ωB97M-V/def2-TZVPD.

## Properties
**Kohn-Sham gap**: 10.243 eV
**Relative energy (zero: lowest compared OMol25 entry of this formula, charge and spin)**: 1.399 eV
**SMILES string**: [NH3+]C1N=CC=N1
**Energy**: -281.86647 hartree
**Total charge**: +1
**Highest occupied orbital energy**: -0.568 Eh

Each line ends with the Mulliken charge.
Element x y z (Å)
C1 0.697 -1.309 0.925  -0.100
C2 -0.710 -1.454 0.594  -0.099
C3 -0.125 0.557 0.131  0.048
N1 1.064 -0.103 0.629  -0.448
N2 -1.196 -0.386 0.042  -0.475
N3 0.048 1.252 -1.179  -0.302
H1 1.452 -1.968 1.327  0.424
H2 -1.363 -2.337 0.604  0.407
H3 -0.262 1.469 0.866  0.418
H4 -0.713 2.022 -1.178  0.407
H5 0.220 0.486 -1.841  0.349
H6 0.890 1.771 -0.921  0.372